1.
Below is C12H19F2N6RhS as an isolated structure, with properties calculated with the ωB97M-V functional and the def2-TZVPD basis.

CARTESIAN COORDINATES (ANGSTROEM)
Rh  -0.5071  0.0839  0.5074
N  -4.4601  1.4181  0.1667
C  -4.1321  2.1066  -0.9761
C  -2.8213  1.8338  -1.2160
N  -2.3583  0.9964  -0.2321
C  -3.3682  0.7635  0.5931
C  -3.1715  -0.1159  1.7285
N  -1.9977  -0.7098  1.8952
C  -2.0932  -1.4879  3.0240
C  -3.3443  -1.3586  3.5392
N  -4.0107  -0.4928  2.7052
H  -5.3668  1.4336  0.6062
H  -4.8407  2.7079  -1.5194
H  -2.1951  2.1953  -2.0136
H  -1.2737  -2.0832  3.3892
H  -3.8046  -1.8094  4.4022
H  -4.9557  -0.1741  2.8502
C  3.2704  0.9933  -1.8126
N  2.1557  0.0556  -2.0326
C  1.2614  0.4549  -3.1303
C  1.8271  -0.9000  -1.1704
S  0.1268  -1.4300  -1.1169
N  2.7276  -1.5153  -0.4091
C  2.3634  -2.3140  0.7666
C  4.1357  -1.6733  -0.8105
H  2.8712  2.0044  -1.8907
H  4.0463  0.8720  -2.5672
H  3.6949  0.8740  -0.8240
H  1.8704  0.9197  -3.9021
H  0.5224  1.1800  -2.7859
H  0.7574  -0.4039  -3.5604
H  1.5442  -1.8647  1.3111
H  3.2244  -2.3521  1.4288
H  2.0876  -3.3306  0.4869
H  4.2739  -1.4160  -1.8537
H  4.3981  -2.7228  -0.6853
H  4.8036  -1.0782  -0.1892
F  -0.2937  2.3986  2.0342
C  0.6412  1.7730  1.3028
F  0.8014  2.4246  0.1213
H  1.5898  1.7434  1.8394

Forces on atoms 1 to 6 (eV/Å):
-0.1673 -0.3632 -0.3039
-0.1096 0.0272 0.1268
0.0938 -0.0404 -0.0909
0.0142 0.0566 0.0205
0.2141 -0.0827 0.0882
-0.1138 0.0881 -0.1583

Properties
Net charge ... +2
Spin multiplicity ... 5
⟨S²⟩ ... 6.01
Orbital gap (spin up / spin down) ... 9.2 / 6.0 eV

=====

2.
Below is a 2-piece molecular cluster, C12H19F3IN2O4S overall, with properties calculated with the ωB97M-V functional and the def2-TZVPD basis.

CARTESIAN COORDINATES (ANGSTROEM)
C  3.4992  -0.1166  -0.9701
C  3.3748  1.2555  -0.1094
C  4.4082  2.4143  -0.5127
N  2.4510  1.3945  0.8615
N  1.2908  1.9452  0.3081
C  0.0710  1.1513  0.4469
C  -0.4198  0.6854  -1.0432
C  -1.7925  1.3150  -1.5333
F  -2.3698  2.2841  -0.7040
F  -1.6612  1.7489  -2.8936
F  -2.7747  0.2473  -1.6068
C  1.2030  3.3990  0.3603
I  0.0414  4.2817  2.0039
C  0.8953  4.0794  -1.0867
O  -0.2424  4.0752  -1.6429
O  1.9319  4.7396  -1.7611
H  2.4529  -0.5668  -1.0148
H  3.8484  0.1975  -2.0207
H  4.2687  -0.7667  -0.4348
H  4.6310  3.1409  0.3400
H  5.4312  2.0057  -0.8550
H  4.0211  3.0558  -1.3872
H  0.3709  0.1654  0.9672
H  -0.7804  1.5614  1.0780
H  -0.5772  -0.4770  -1.0306
H  0.4612  0.8465  -1.7670
H  2.2769  3.7672  0.5761
C  -2.9468  -4.1108  1.7732
C  -3.5827  -3.4850  0.5297
C  -2.8983  -2.1370  0.2937
S  -1.2493  -2.2877  0.9716
O  -1.1319  -1.3909  2.0967
O  -0.2872  -2.2999  -0.1099
C  -1.4438  -3.9491  1.5944
H  -3.2263  -5.1604  1.8874
H  -3.2779  -3.5730  2.6675
H  -3.4168  -4.1388  -0.3329
H  -4.6619  -3.3637  0.6457
H  -2.8316  -1.8994  -0.7674
H  -3.4090  -1.3315  0.8234
H  -0.8854  -4.0660  2.5228
H  -1.0620  -4.6362  0.8360

Forces on atoms 1 to 6 (eV/Å):
-0.0830 1.7497 0.4361
0.0578 0.0411 0.8235
0.6682 -0.2368 0.1313
2.8323 -0.6230 -3.2660
-2.4475 1.9269 0.8292
-0.1464 -2.2926 -0.6731

Properties
Net charge ... -1
Orbital gap ... 6.2 eV

=====

3.
Below is a 2-piece molecular cluster, C12H19F3N4O4P overall, with properties calculated with the ωB97M-V functional and the def2-TZVPD basis.

CARTESIAN COORDINATES (ANGSTROEM)
C  3.0589  3.1537  -0.9771
C  2.6149  2.4320  0.4441
O  1.1657  2.2106  0.5631
C  0.6615  1.2889  -0.4843
C  1.3443  -0.1189  -0.9492
N  0.9157  -1.1028  -1.9839
C  1.7116  -2.3902  -2.2864
C  1.2433  -3.5429  -1.1753
O  1.9176  -3.6183  0.0026
N  -0.2344  -0.9005  -2.6763
C  -1.0132  0.3110  -2.3588
C  -2.4411  0.4327  -3.2289
F  -2.5676  1.7287  -3.9466
F  -3.6410  0.1152  -2.3670
F  -2.4699  -0.6259  -4.3071
C  -0.7619  1.5520  -1.3322
P  -1.8589  3.0871  -1.0604
N  -3.5750  2.6696  -0.7592
O  -1.3603  3.8987  0.4391
H  2.8909  2.4222  -1.9036
H  4.2198  3.4220  -1.0052
H  2.3804  4.1316  -1.0689
H  2.9022  3.1982  1.3134
H  3.2055  1.4245  0.5383
H  2.3486  -0.4047  -0.3680
H  2.8615  -2.1527  -2.2450
H  1.4348  -2.6890  -3.3945
H  0.3336  -4.2759  -1.4078
H  -4.0534  2.6814  -1.6989
H  -3.5481  1.7031  -0.3569
H  -1.8451  3.3717  1.1656
C  -0.8547  -0.5174  3.7564
C  -0.0251  -1.2215  2.7189
O  0.7662  -0.6214  1.9963
N  -0.1722  -2.5720  2.5932
C  -1.0421  -3.4471  3.3423
H  -0.6303  0.5527  3.7404
H  -1.9176  -0.6512  3.5381
H  -0.6175  -0.9057  4.7504
H  0.4177  -2.9771  1.8756
H  -0.4220  -4.1969  3.8397
H  -1.7120  -3.9444  2.6368
H  -1.6316  -2.9112  4.0871

Forces on atoms 1 to 6 (eV/Å):
-0.5237 -0.0979 0.0056
2.4809 0.8968 -0.4396
-0.7442 -3.2149 -4.3050
-1.6869 -1.7036 -2.2664
0.4117 0.8993 0.6971
-0.6404 4.2306 2.4699

Properties
Net charge ... +1
ΔE to the lowest compared entry with this formula, charge and spin ... 9.380 eV
Orbital gap ... 6.7 eV

=====

4.
Below is C12H19I2LaN4O as an isolated structure, with properties calculated with the ωB97M-V functional and the def2-TZVPD basis.

CARTESIAN COORDINATES (ANGSTROEM)
C  -0.4208  0.7337  -3.1609
I  2.0303  -0.5572  -1.1543
H  -1.4341  0.3124  -3.3927
H  0.2325  0.3450  -3.9451
H  -0.3490  1.8363  -3.2410
C  -1.2107  3.5158  1.6189
C  -2.2161  3.2233  0.7614
N  -1.6237  2.4163  -0.1822
C  -0.3114  2.1005  0.1090
N  -0.0422  2.8666  1.2304
H  -1.2690  4.1494  2.4913
H  -3.2812  3.5076  0.6379
C  1.8710  -3.7866  1.3170
C  0.7732  -2.2318  0.1456
N  1.5718  -2.4476  1.2342
H  1.0798  -5.4331  0.0116
N  0.5057  -3.4441  -0.4199
H  2.6100  -4.2021  1.9973
La  -0.7686  -0.6166  -1.0019
C  0.5075  1.7904  -1.2121
O  1.2951  2.5332  -1.7839
C  1.1429  -4.4145  0.3467
C  -0.4799  -3.6113  -1.4993
H  -1.5232  -3.8248  -1.1749
H  -0.2153  -4.4154  -2.1830
H  -0.5203  -2.7489  -2.2104
C  2.0823  -1.3430  2.0108
H  3.0977  -1.4741  2.4202
H  1.3355  -1.0160  2.7472
H  2.1641  -0.4718  1.3496
C  1.0286  2.7495  2.1894
H  1.2401  3.7420  2.6102
H  1.9420  2.3697  1.7545
H  0.7602  2.1096  3.0415
C  -2.3896  1.6651  -1.1284
H  -1.7113  1.3712  -1.9415
H  -3.0862  2.2747  -1.7162
H  -2.8578  0.7564  -0.6591
I  -1.5599  -0.3299  1.9821

Forces on atoms 1 to 6 (eV/Å):
-0.6439 -0.9348 -2.0225
4.7460 0.5712 -2.2861
-0.2088 0.4618 -0.8333
0.1817 -0.2407 -0.1032
-0.5354 -0.7127 -0.1696
-0.7995 0.4812 0.5478

Properties
Net charge ... -2
ΔE to the lowest compared entry with this formula, charge and spin ... 1.747 eV
Orbital gap (spin up / spin down) ... 2.2 / 3.5 eV